This record from OMol25 describes 3 unconnected molecules or ions with the total composition C36H74N5O8. The level of theory is ωB97M-V/def2-TZVPD.

The total charge is +1. The value obtained for the orbital gap is 5.9324 eV. The multiplicity is 1.

CARTESIAN COORDINATES (ANGSTROEM)
O: 7.051 -0.564 -2.215
O: 2.772 -2.559 3.636
O: -10.150 -1.979 -5.595
O: 7.955 2.916 1.890
O: -6.590 -3.772 -1.013
O: -6.581 0.347 -4.046
O: 5.207 0.622 -2.778
O: 7.824 4.441 6.165
N: 0.874 -2.688 -0.029
N: 0.178 -4.857 0.361
N: 9.005 5.291 3.379
N: -9.496 0.894 -5.075
N: 1.548 -1.642 0.400
C: -10.638 -0.872 -6.347
C: -8.358 1.805 -4.964
C: 2.933 -0.285 2.002
C: -10.824 -2.179 -4.366
C: 0.846 -3.717 0.772
C: 4.373 -0.465 -3.248
C: 2.064 0.957 2.327
C: 9.786 4.165 2.879
C: -2.963 0.436 0.874
C: 6.173 0.209 -1.894
C: -6.956 1.215 -5.104
C: -2.014 1.596 0.533
C: 1.575 -0.495 -0.543
C: 6.157 0.724 -0.462
C: -5.426 -4.518 -0.701
C: -0.886 1.852 1.596
C: -9.622 0.252 -6.380
C: 1.461 -3.757 2.064
C: 2.934 -0.242 -2.736
C: 9.180 4.738 5.875
C: 6.811 3.578 1.390
C: 1.409 -4.981 2.934
C: 2.178 -6.148 2.187
C: 9.181 3.593 1.612
C: -6.713 -2.651 -0.142
C: -5.054 -0.824 0.382
C: 7.251 3.416 5.377
C: -5.977 -1.403 -0.712
C: 2.129 -2.616 2.442
C: -4.157 0.332 -0.119
C: 2.961 -0.266 -1.198
C: -0.507 0.554 2.328
C: -7.007 -0.998 -4.191
C: 0.793 0.642 3.153
C: 9.376 5.726 4.726
C: 2.164 -1.501 1.552
H: 10.421 6.051 4.713
H: -2.480 -0.547 0.839
H: -6.794 0.735 -6.076
H: -9.934 0.999 -7.116
H: -0.042 2.321 1.076
H: 8.774 6.611 4.944
H: -11.606 -0.525 -5.976
H: -7.777 -2.421 -0.024
H: 3.046 -6.494 2.753
H: -10.578 -1.395 -3.641
H: 4.741 -1.379 -2.765
H: -5.183 -5.155 -1.554
H: 9.869 2.844 1.210
H: 4.412 -0.557 -4.335
H: 2.487 -5.843 1.185
H: 0.395 -5.347 3.114
H: 5.962 2.903 1.502
H: 8.028 5.033 3.391
H: 6.772 3.832 4.486
H: -0.563 -4.630 -0.297
H: -4.430 -1.627 0.803
H: 6.472 2.936 5.971
H: -6.683 -0.617 -1.003
H: -2.643 2.491 0.439
H: 7.111 1.176 -0.176
H: -9.398 0.179 -4.367
H: 10.805 4.502 2.669
H: 2.293 -1.035 -3.145
H: -8.481 2.608 -5.697
H: 0.674 1.472 3.864
H: -3.378 0.627 1.875
H: 2.546 0.710 -3.117
H: 3.325 0.707 -0.851
H: -5.385 -1.665 -1.596
H: -4.607 -3.813 -0.481
H: 0.923 -0.250 3.782
H: 3.363 -3.325 3.657
H: -10.787 -1.230 -7.370
H: 2.687 1.611 2.951
H: 0.871 -0.718 -1.351
H: 6.926 3.817 0.328
H: -6.271 -2.900 0.835
H: -1.540 1.455 -0.449
H: 9.839 3.352 3.614
H: -10.496 -3.135 -3.960
H: 1.956 -4.806 3.860
H: -6.252 2.051 -5.061
H: 5.362 1.458 -0.277
H: 9.573 5.216 6.777
H: -0.269 -5.323 1.143
H: -5.573 -5.152 0.188
H: -1.300 2.594 2.291
H: 9.053 4.365 0.848
H: 1.830 1.565 1.448
H: 5.991 -0.091 0.254
H: -11.907 -2.218 -4.510
H: 3.466 -0.543 2.920
H: 1.525 -7.016 2.055
H: -1.315 0.338 3.034
H: -6.294 -1.634 -3.669
H: -7.048 -1.311 -5.237
H: 1.169 0.388 -0.048
H: 7.984 2.657 5.089
H: -0.440 -0.262 1.594
H: -4.706 1.273 -0.199
H: 3.716 0.013 1.296
H: -8.668 -0.177 -6.712
H: 6.597 4.491 1.954
H: 9.760 3.817 5.746
H: 3.678 -1.029 -0.869
H: -3.711 0.001 -1.067
H: -7.980 -1.142 -3.715
H: -8.426 2.268 -3.976
H: -5.685 -0.476 1.214

=====

This record from OMol25 describes 10 unconnected molecules or ions with the total composition C36H74O10. The level of theory is ωB97M-V/def2-TZVPD.

As for the SMILES: C1CCOC1.C1CCOC1.C1CCOC1.C1CCOC1.C1CCOC1.C1CCOC1.C1CCOC1.C1CCOC1.C1CCOC1.O. The value obtained for the orbital gap is 9.7218 eV. The multiplicity is 1.

CARTESIAN COORDINATES (ANGSTROEM)
O: -8.196 -28.572 -11.065
O: -3.741 -25.557 -6.438
O: -6.770 -27.801 -2.050
O: -4.942 -19.686 -9.698
O: -6.018 -23.163 -1.727
O: -2.021 -25.283 -12.992
O: -4.805 -30.875 -8.650
O: 0.961 -27.009 -8.132
O: -0.319 -22.524 -8.719
O: -8.725 -24.514 -9.165
C: -6.778 -29.569 -3.574
C: -5.083 -24.470 -0.096
C: -0.342 -21.902 -6.359
C: -5.790 -28.870 -7.852
C: -8.158 -29.472 -3.091
C: -5.382 -24.365 -1.599
C: -4.001 -30.428 -7.568
C: -5.558 -20.778 -8.985
C: -0.220 -24.859 -11.569
C: -6.048 -21.631 -10.130
C: -5.256 -22.192 -0.905
C: -4.394 -28.950 -7.478
C: -5.281 -24.928 -8.059
C: -0.642 -25.123 -13.036
C: -7.543 -27.450 -11.724
C: -4.944 -21.522 -11.100
C: -5.933 -24.890 -6.726
C: -1.480 -21.705 -8.471
C: 1.017 -26.789 -5.827
C: -5.964 -28.825 -2.573
C: -9.675 -27.912 -12.850
C: -8.060 -27.968 -2.615
C: 1.808 -26.501 -7.096
C: -5.007 -25.544 -5.686
C: -5.941 -30.029 -8.876
C: 0.537 -22.268 -7.563
C: -3.813 -24.882 -7.647
C: -2.565 -25.151 -11.666
C: -4.338 -20.146 -10.939
C: -0.422 -26.773 -6.285
C: -1.270 -20.977 -7.147
C: -9.204 -29.064 -11.969
C: -1.479 -24.330 -10.891
C: -4.997 -23.040 0.354
C: -0.424 -26.690 -7.818
C: -8.700 -26.752 -12.462
H: 1.214 -27.787 -5.436
H: -5.617 -22.750 1.203
H: -2.630 -26.125 -11.181
H: 2.766 -27.014 -7.184
H: -3.141 -25.416 -8.318
H: -0.101 -26.052 -13.214
H: -8.262 -26.186 -13.284
H: -0.684 -20.064 -7.259
H: -0.823 -22.814 -6.005
H: -5.994 -23.823 -6.511
H: -4.101 -28.493 -6.533
H: -8.787 -25.289 -8.606
H: 0.553 -24.090 -11.558
H: -9.678 -28.176 -13.908
H: -6.379 -30.559 -3.796
H: -1.529 -24.600 -9.836
H: -6.923 -25.347 -6.730
H: -6.894 -26.895 -11.046
H: -3.252 -20.143 -10.847
H: -5.947 -29.602 -9.879
H: -3.507 -23.852 -7.466
H: -5.092 -24.864 -4.838
H: -5.237 -21.860 -12.094
H: -6.685 -28.975 -4.483
H: -8.947 -29.670 -3.816
H: -3.524 -24.640 -11.739
H: -5.816 -25.279 -2.004
H: -6.335 -20.492 -8.276
H: -6.121 -27.923 -8.277
H: 0.211 -21.418 -5.555
H: -4.100 -22.100 -10.723
H: -8.158 -27.230 -3.410
H: -2.913 -30.485 -7.603
H: -7.009 -21.252 -10.479
H: -5.525 -24.125 -8.755
H: -2.140 -20.629 -6.591
H: -5.972 -24.862 0.398
H: -4.306 -30.974 -6.675
H: -1.657 -23.274 -11.091
H: -2.338 -22.368 -8.361
H: -4.426 -24.147 -2.075
H: -5.038 -28.547 -3.076
H: 0.106 -25.788 -11.102
H: -6.210 -29.111 -6.875
H: -5.785 -29.496 -1.733
H: -6.906 -30.486 -8.655
H: -0.945 -25.854 -6.022
H: -3.994 -22.846 0.734
H: -8.414 -30.113 -2.248
H: 1.152 -23.168 -7.546
H: -6.824 -27.860 -12.433
H: -8.906 -27.728 -1.971
H: 2.040 -25.443 -7.214
H: -8.757 -29.899 -12.507
H: -5.284 -26.587 -5.538
H: -0.488 -25.674 -8.207
H: -3.784 -28.475 -8.246
H: 1.235 -21.449 -7.737
H: -9.202 -25.988 -11.868
H: -0.406 -24.246 -13.638
H: -6.238 -22.640 -9.763
H: -5.743 -21.267 -0.595
H: -4.799 -21.270 -8.377
H: -4.576 -19.372 -11.669
H: -9.190 -24.758 -9.966
H: -4.243 -25.117 0.157
H: -10.632 -27.483 -12.554
H: -9.943 -29.555 -11.336
H: -1.695 -20.948 -9.225
H: -0.884 -27.722 -6.015
H: -1.202 -27.287 -8.294
H: 1.292 -26.154 -4.985
H: -4.314 -21.950 -1.396
H: -5.474 -25.838 -8.627

=====

This record from OMol25 describes 9 unconnected molecules or ions with the total composition C36H75N8O8Si. The level of theory is ωB97M-V/def2-TZVPD.

The total charge is -1. The value obtained for the orbital gap is 3.5040 eV. The multiplicity is 1.

CARTESIAN COORDINATES (ANGSTROEM)
Si: 1.962 1.138 0.618
O: -3.686 -7.718 3.401
O: 7.021 6.989 -0.978
O: 0.058 -3.965 0.953
O: 1.964 5.040 -2.716
O: -0.491 9.223 -0.697
O: 5.024 -8.183 1.003
O: -7.409 -9.603 4.241
O: 2.237 7.472 -5.843
N: 1.723 9.442 -0.147
N: -2.079 -4.790 0.845
N: -0.117 5.854 -3.234
N: 2.951 -7.344 0.496
N: 4.447 7.699 -5.273
N: -7.563 -11.044 2.465
N: 6.942 4.759 -0.447
N: -4.494 -7.159 5.473
C: -4.396 0.019 -1.968
C: 1.697 -0.435 -0.442
C: -8.745 -10.393 1.932
C: 0.114 5.771 -4.665
C: 3.174 -7.427 -0.933
C: 7.188 4.338 -1.811
C: -4.558 -0.665 0.701
C: 0.342 2.039 1.107
C: -3.523 -7.531 4.595
C: 1.682 -6.834 0.980
C: -7.018 -12.190 1.766
C: 3.111 7.646 -5.012
C: -7.001 -10.559 3.607
C: -2.120 2.637 0.243
C: -2.417 -4.001 -0.325
C: 6.766 3.750 0.579
C: 6.882 6.090 -0.167
C: -4.903 -0.873 -0.810
C: -3.126 1.412 -0.090
C: -1.391 6.349 -2.756
C: 0.388 9.393 0.126
C: 4.902 7.539 -6.640
C: 3.939 -7.747 1.343
C: -3.469 1.205 -1.585
C: -5.846 -6.960 4.985
C: 2.765 0.573 2.306
C: 5.426 7.910 -4.226
C: 2.165 9.282 -1.518
C: -0.830 -4.682 1.377
C: 2.713 9.647 0.890
C: 0.871 5.464 -2.382
C: 3.207 2.354 -0.240
C: -0.636 2.084 -0.171
C: -4.219 -6.957 6.881
C: -3.081 -5.671 1.411
C: -3.627 0.537 1.084
H: 6.398 4.732 -2.456
H: 7.207 3.250 -1.878
H: 5.910 3.123 0.318
H: 1.544 -5.815 0.612
H: -6.204 -7.889 4.537
H: 1.051 -1.236 0.056
H: -2.535 -7.655 5.069
H: 3.278 10.556 0.668
H: 3.263 3.273 0.459
H: 2.559 -0.524 2.540
H: 2.875 7.778 -3.944
H: -2.692 -6.198 2.280
H: 1.311 -0.232 -1.510
H: 2.349 1.298 3.093
H: -6.135 -12.575 2.278
H: 3.252 9.343 -1.579
H: -5.558 -1.766 -1.105
H: 8.147 4.744 -2.144
H: -9.540 -10.426 2.680
H: -0.681 -5.324 2.261
H: -1.733 -4.258 -1.138
H: 2.299 -7.071 -1.478
H: 0.877 -7.472 0.603
H: -6.509 -6.666 5.800
H: -4.930 -1.322 1.553
H: -4.466 -5.926 7.147
H: 4.225 1.810 -0.254
H: -4.835 -7.644 7.466
H: -3.948 -5.075 1.712
H: -3.445 -4.194 -0.633
H: 0.592 3.154 1.319
H: -5.838 -6.180 4.219
H: -6.111 -11.126 3.924
H: 2.740 -0.918 -0.589
H: 0.591 5.567 -1.321
H: 4.945 8.013 -3.253
H: 3.391 8.791 0.910
H: -4.628 -0.156 -3.074
H: 6.690 6.297 0.899
H: -9.077 -10.891 1.020
H: 5.990 8.821 -4.446
H: 6.589 4.208 1.553
H: 0.331 4.733 -4.932
H: -0.250 2.696 -1.061
H: -3.167 -7.141 7.104
H: 3.886 0.818 2.195
H: -7.778 -12.975 1.722
H: 3.379 -8.466 -1.204
H: -2.184 2.942 1.338
H: 2.239 9.751 1.868
H: -2.414 3.564 -0.378
H: 4.043 -6.819 -1.196
H: 0.160 9.525 1.197
H: -3.005 1.912 -2.357
H: -8.511 -9.348 1.716
H: 0.979 6.388 -4.926
H: -0.728 0.993 -0.547
H: 5.989 7.604 -6.691
H: -2.299 -2.940 -0.090
H: -2.189 5.704 -3.134
H: -3.382 -6.400 0.655
H: -3.298 0.746 2.165
H: 1.717 10.067 -2.133
H: -1.423 6.356 -1.665
H: 1.653 -6.828 2.071
H: -1.537 7.367 -3.125
H: 7.669 3.135 0.630
H: 2.874 2.643 -1.299
H: 4.457 8.321 -7.260
H: 6.107 7.056 -4.199
H: -0.763 6.116 -5.216
H: -6.742 -11.890 0.752
H: 4.574 6.566 -7.015
H: 3.666 -7.642 2.406
H: 1.830 8.310 -1.892

=====

This record from OMol25 describes a molecular structure, C36H76GeIrN12OSe. The level of theory is ωB97M-V/def2-TZVPD.

The total charge is +3. The value obtained for the orbital gap is 6.1697 eV. The multiplicity is 1.

CARTESIAN COORDINATES (ANGSTROEM)
Ir: -0.402 0.135 0.046
Se: 1.266 -3.766 2.820
Ge: 4.401 -4.677 2.293
O: -2.623 3.932 -2.785
N: 0.209 -3.905 -1.460
N: -1.060 4.443 0.805
N: 0.307 3.639 -0.858
N: -0.997 2.136 0.446
N: 0.588 0.163 1.898
N: -2.017 -0.337 1.120
N: -4.404 3.375 -4.074
N: 2.270 0.386 3.538
N: -1.491 0.269 -1.822
N: -0.275 -1.915 -0.295
N: 1.561 -2.040 -1.734
N: 2.785 0.772 1.327
C: 4.142 -6.531 2.817
C: -3.299 3.093 -3.390
C: -4.782 4.797 -4.190
C: -2.451 0.846 -4.390
C: 0.899 -5.160 4.128
C: 0.499 2.859 -2.070
C: 4.180 0.371 1.472
C: -5.309 2.391 -4.679
C: 3.223 1.386 4.023
C: 0.503 -2.610 -1.110
C: 2.542 -2.837 -2.483
C: -1.081 4.507 2.259
C: -5.397 5.372 -2.923
C: -2.995 0.781 1.001
C: -0.440 0.287 2.940
C: 3.148 -3.486 3.261
C: 1.845 0.418 2.250
C: -1.536 5.638 0.105
C: -2.560 -1.596 0.517
C: -1.695 -0.293 -4.141
C: -1.610 -0.578 2.546
C: -2.247 1.345 -2.076
C: -0.577 3.370 0.124
C: -2.297 2.118 1.165
C: 1.942 -0.620 4.541
C: -1.236 -0.546 -2.866
C: -6.685 2.372 -4.031
C: 3.949 -4.409 0.404
C: -1.439 -2.594 0.291
C: 6.201 -4.033 2.665
C: 2.566 1.818 0.352
C: 0.069 -4.293 -2.860
C: 1.079 4.884 -0.853
C: -2.743 1.682 -3.325
C: 1.945 -0.649 -1.654
C: 0.169 -5.016 -0.515
H: -1.299 -1.618 2.627
H: 1.225 -0.016 -1.109
H: 1.548 2.913 -2.358
H: 1.404 -0.175 5.382
H: 2.103 4.652 -1.145
H: 6.393 -4.010 3.737
H: -2.956 2.897 0.773
H: 2.959 -4.823 0.201
H: -5.398 2.628 -5.741
H: -2.519 5.896 0.504
H: 2.047 -0.212 -2.650
H: -0.631 -1.413 -2.669
H: -0.518 3.675 2.680
H: -0.874 6.493 0.255
H: -6.300 4.835 -2.634
H: -2.409 2.044 -1.278
H: -1.648 5.426 -0.956
H: -7.291 1.593 -4.492
H: -2.183 2.330 2.226
H: 4.197 0.943 4.238
H: 2.832 1.811 4.947
H: 1.091 5.320 0.140
H: -1.812 -3.375 -0.372
H: 4.558 0.071 0.493
H: 3.176 -6.909 2.481
H: 2.282 -2.915 -3.538
H: 1.364 -1.432 4.108
H: -3.332 -2.004 1.173
H: 0.677 5.608 -1.563
H: -6.614 2.167 -2.962
H: -3.884 5.353 -4.459
H: -4.861 1.404 -4.603
H: -5.667 6.413 -3.093
H: 1.521 2.099 0.337
H: 0.056 -3.418 -3.508
H: 3.151 2.705 0.621
H: 4.265 -0.474 2.150
H: -0.063 -5.603 3.884
H: -3.019 -1.318 -0.430
H: -0.712 1.335 3.074
H: -0.805 -5.512 -0.534
H: 3.939 -3.340 0.174
H: 1.672 -5.920 4.066
H: -3.463 0.687 0.025
H: 2.634 -3.826 -2.046
H: 2.884 -0.550 -1.110
H: 4.808 1.187 1.836
H: 2.874 -1.036 4.926
H: 3.239 -3.567 4.345
H: 0.864 -4.733 5.126
H: 3.510 -2.345 -2.403
H: 0.393 -4.674 0.490
H: 2.887 1.516 -0.647
H: -2.097 4.504 2.660
H: 0.244 1.818 -1.919
H: 4.674 -4.895 -0.249
H: -0.880 -4.817 -2.984
H: -0.599 5.432 2.577
H: 4.209 -6.647 3.899
H: -2.479 -0.419 3.184
H: -3.775 0.654 1.754
H: -0.116 -0.077 3.908
H: 3.377 -2.451 2.993
H: -4.685 5.336 -2.100
H: 6.940 -4.690 2.207
H: -1.439 -0.974 -4.940
H: 3.341 2.190 3.303
H: 4.919 -7.150 2.368
H: 6.350 -3.029 2.265
H: -7.208 3.317 -4.168
H: -1.149 -3.079 1.226
H: -2.769 1.081 -5.397
H: 0.929 -5.751 -0.790
H: -0.116 3.261 -2.878
H: -5.479 4.864 -5.024
H: 0.870 -4.959 -3.188

=====

Number 1: E_LUMO -0.144 Ha, HOMO -9.8 eV. Number 2: E_LUMO 0.012 Ha, HOMO -9.4 eV. Number 3: E_LUMO 0.059 Ha, HOMO -1.9 eV. Number 4: E_LUMO -0.304 Ha, HOMO -14.4 eV.